1.
ORCA calculation (wB97M-V/def2-TZVPD) on a structure of composition C2H6N3OS at a distorted geometry.

Properties
LUMO energy ... -0.209 Ha
Net charge ... +1
Spin multiplicity ... 1
HOMO-LUMO gap ... 0.2721 Ha
Energy relative to the best compared isomer or geometry (same formula, charge and spin) ... 813.41 kJ/mol
HOMO ... -13.10 eV

The geometry in XYZ format:
```
13
Properties=species:S:1:pos:R:3:forces:R:3:mulliken_charge:R:1
C -1.56792 -1.10246 0.35349 0.1 0.6 -3.4 -0.82
C -1.88953 1.50422 -0.32701 -0.5 -1.2 1.1 -0.25
N 3.98179 -0.19279 0.08014 2.8 -1.7 -0.4 -0.38
N 2.87443 0.14921 -0.08886 -3.5 0.9 0.7 0.30
N 1.65697 -0.46614 -0.05841 0.7 0.2 0.5 0.27
O 0.61019 -0.15358 -0.63733 3.2 0.2 -0.6 -0.37
S -1.06120 0.58289 0.69932 0.2 0.4 0.2 0.27
H -1.16910 -1.95616 0.84214 0.7 0.0 1.3 0.36
H -1.17636 -1.20778 -0.72784 -1.2 0.0 1.7 0.33
H -2.62492 -1.07917 0.37495 -1.2 -0.4 0.0 0.38
H -2.79232 1.12586 -0.81777 0.6 0.2 -0.4 0.29
H -1.57653 2.52849 -0.36730 -0.2 0.4 0.0 0.29
H 4.73450 0.26743 0.67448 -1.8 0.4 -0.7 0.33
```
Forces are in eV/Å.

2.
ORCA calculation (wB97M-V/def2-TZVPD) on a cluster of 2 separate species, C4H12N4O in total at a distorted geometry.

Properties
LUMO energy ... 0.036 Ha
Structure (SMILES) ... C/N=[N+](\[O-])N(C)N.C=C
Spin multiplicity ... 1
HOMO-LUMO gap ... 0.3768 Ha
Energy relative to the best compared isomer or geometry (same formula, charge and spin) ... 555.43 kJ/mol
HOMO ... -9.26 eV

The geometry in XYZ format:
```
21
Properties=species:S:1:pos:R:3:forces:R:3:mulliken_charge:R:1
C 0.53617 -0.28858 -2.53908 0.4 0.4 0.0 -0.87
N 0.08878 -0.63002 -1.21663 0.4 -0.9 0.3 -0.69
N 0.88634 -0.34754 -0.27491 -1.3 0.8 -0.8 1.25
O 1.89985 0.35962 -0.31723 0.5 -0.2 -0.1 -0.77
N 0.36082 -0.63193 0.97186 -0.2 -0.3 0.6 0.31
C 1.28612 -0.66276 2.08075 0.4 0.0 0.0 -0.89
N -0.66617 -1.56286 1.02629 0.0 0.0 0.1 -0.75
H 1.17559 0.59764 -2.52753 0.0 0.0 -0.2 0.35
H -0.34752 -0.11886 -3.15028 0.0 0.0 0.0 0.29
H 1.09813 -1.12156 -2.96723 0.0 0.0 0.0 0.33
H 0.77979 -0.27911 2.96358 0.0 0.0 0.0 0.29
H 1.63697 -1.67959 2.27682 0.0 0.0 0.0 0.27
H 2.13069 -0.02516 1.82798 -0.1 -0.1 0.1 0.33
H -1.48557 -1.16739 0.57625 0.2 0.0 0.0 0.28
H -0.41767 -2.41089 0.51476 0.0 0.2 0.0 0.27
C -1.57474 1.58764 -0.53052 -0.3 0.5 0.3 -0.48
C -1.38188 1.69234 0.77757 -0.1 0.0 -0.3 -0.49
H -2.38507 1.00589 -0.94112 0.0 -0.2 -0.1 0.24
H -1.01589 2.19258 -1.22899 0.2 -0.1 -0.1 0.24
H -0.61243 2.32543 1.18522 0.2 0.1 0.1 0.22
H -1.99228 1.16512 1.49243 -0.1 -0.2 0.1 0.26
```
Forces are in eV/Å.

3.
ORCA calculation (wB97M-V/def2-TZVPD) on an isolated molecule of C4H6FNS at a distorted geometry.

Properties
LUMO energy ... -0.002 Ha
Structure (SMILES) ... C=CNC(=S)CF
Spin multiplicity ... 1
HOMO-LUMO gap ... 0.3120 Ha
Energy relative to the best compared isomer or geometry (same formula, charge and spin) ... 187.79 kJ/mol
HOMO ... -8.55 eV

The geometry in XYZ format:
```
13
Properties=species:S:1:pos:R:3:forces:R:3:mulliken_charge:R:1
C -2.63681 -0.37654 -0.09441 5.2 -0.7 -0.6 -0.64
C -1.48677 0.38100 0.21140 -3.2 -1.6 -1.8 -0.04
N -0.17686 -0.20320 -0.05180 -2.1 -2.1 0.4 -0.21
C 0.89702 0.50120 -0.13550 1.9 3.9 1.7 0.25
S 0.97098 2.22995 -0.10053 -0.1 -2.0 -0.3 -0.35
C 2.25069 -0.12249 0.08925 -0.4 -1.4 1.7 -0.27
F 2.24068 -1.53691 -0.08121 -0.3 0.6 -0.2 -0.33
H -2.31375 -1.46386 -0.55671 -1.6 2.7 1.3 0.16
H -3.63521 0.03546 -0.09353 0.1 -0.3 0.2 0.30
H -1.57489 1.48756 0.43881 0.8 -1.7 -0.1 0.27
H -0.01386 -1.25932 -0.12095 -0.8 2.0 0.4 0.31
H 2.82027 0.31360 -0.67421 1.6 0.3 -0.7 0.31
H 2.65851 0.01356 1.16941 -0.9 0.3 -2.0 0.24
```
Forces are in eV/Å.

4.
ORCA calculation (wB97M-V/def2-TZVPD) on a structure of composition C24H23N5O3ReS.

Properties
LUMO energy (spin up / spin down) ... -0.270 / -0.297 Ha
Net charge ... +2
Spin multiplicity ... 4
HOMO-LUMO gap (spin up / spin down) ... 0.2679 / 0.2392 Ha
HOMO (spin up / spin down) ... -14.64 / -14.58 eV

The geometry in XYZ format:
```
57
Properties=species:S:1:pos:R:3:forces:R:3:mulliken_spin:R:1
Re -0.28620 -0.05055 -0.05403 0.1 0.2 0.0 2.71
O 0.76733 -4.00068 0.04413 0.0 0.0 0.0 0.01
C 0.54388 -2.86778 -0.23395 -0.1 0.0 0.0 -0.03
N 0.00087 -1.87303 0.63280 0.0 -0.1 0.0 -0.05
C -0.38272 -2.18408 1.97171 0.2 0.1 0.0 -0.03
O -0.25162 -3.23002 2.51890 -0.1 0.0 0.0 0.01
C -0.97604 -0.97367 2.64885 0.0 0.0 0.0 0.03
C -1.42796 -1.02776 3.94635 0.0 0.0 0.0 -0.01
C -1.96382 0.12590 4.50597 0.0 0.0 0.0 0.02
C -2.02141 1.28819 3.74919 0.0 0.0 0.0 -0.01
C -1.54572 1.27240 2.45350 0.0 0.0 0.0 0.00
N -1.03402 0.15620 1.91235 -0.1 0.0 0.0 -0.04
C 0.78890 -2.29885 -1.61008 0.1 0.0 0.0 0.03
C 1.29255 -3.07643 -2.62610 0.0 0.0 0.0 -0.01
C 1.49792 -2.48673 -3.86764 0.0 0.0 0.0 0.02
C 1.19616 -1.14286 -4.04271 0.0 0.0 0.0 -0.01
C 0.69584 -0.42080 -2.97788 0.0 0.0 0.0 0.00
N 0.49319 -0.99242 -1.78130 -0.1 0.0 0.0 -0.04
H -1.35466 -1.96149 4.48692 0.0 0.0 0.0 0.00
H -2.33183 0.11830 5.52315 0.0 0.0 0.0 0.00
H -2.43023 2.20161 4.15641 0.0 0.0 0.0 0.00
H -1.56679 2.15283 1.82533 0.0 0.0 0.0 0.00
H 1.51146 -4.11680 -2.42828 0.0 0.0 0.0 0.00
H 1.89041 -3.06960 -4.69003 0.0 0.0 0.0 0.00
H 1.34554 -0.65505 -4.99508 0.0 0.0 0.0 0.00
H 0.44548 0.62799 -3.06522 0.0 0.0 0.0 0.01
C 2.94486 4.55070 1.09392 0.0 0.0 0.0 0.01
C 2.82582 4.09752 -0.35236 0.0 0.0 0.0 0.00
N 1.42991 4.13379 -0.82727 0.0 0.0 0.0 0.04
C 0.99902 5.42428 -1.41478 0.0 0.0 0.0 0.00
C 1.17671 5.43370 -2.92305 0.0 0.0 0.0 0.00
C 0.59549 3.12423 -0.75445 0.0 0.0 0.0 0.03
S 1.24285 1.66984 0.04999 0.0 -0.1 0.0 0.09
N -0.62969 3.30071 -1.25717 0.0 0.0 0.0 0.05
C -1.59826 2.43103 -1.33848 0.0 0.0 -0.1 0.02
O -1.52006 1.18291 -0.93245 -0.1 0.0 0.0 0.15
C -2.87055 2.82262 -1.93604 0.0 0.0 0.0 -0.02
C -3.02750 4.11532 -2.44898 0.0 0.0 0.0 0.00
C -4.22997 4.48889 -3.01580 0.0 0.0 0.0 0.00
C -5.28052 3.58005 -3.07405 0.0 0.0 0.0 0.01
C -5.13181 2.29415 -2.56740 0.0 0.0 0.0 0.00
C -3.93114 1.91207 -2.00071 0.0 0.0 0.0 0.01
H 3.99412 4.56276 1.38468 0.0 0.0 0.0 0.00
H 2.41349 3.87623 1.76559 0.0 0.0 0.0 0.00
H 2.54807 5.55709 1.22557 0.0 0.0 0.0 0.00
H 3.22834 3.09640 -0.49475 0.0 0.0 0.0 0.01
H 3.38257 4.75950 -1.01430 0.0 0.0 0.0 0.00
H 1.61509 6.18639 -0.94032 0.0 0.0 0.0 0.00
H -0.03552 5.59832 -1.13480 0.0 0.0 0.0 0.00
H 2.21051 5.23003 -3.20363 0.0 0.0 0.0 0.00
H 0.91314 6.41544 -3.31390 0.0 0.0 0.0 0.00
H 0.53008 4.69237 -3.39217 0.0 0.0 0.0 0.00
H -2.20293 4.81186 -2.39881 0.0 0.0 0.0 0.00
H -4.35391 5.48638 -3.41378 0.0 0.0 0.0 0.00
H -6.22156 3.87599 -3.51829 0.0 0.0 0.0 0.00
H -5.95375 1.59369 -2.61732 0.0 0.0 0.0 0.00
H -3.81333 0.91223 -1.60789 0.0 0.0 0.0 -0.01
```
Forces are in eV/Å.

5.
ORCA calculation (wB97M-V/def2-TZVPD) on an isolated molecule of C3H6O2S at a distorted geometry.

Properties
LUMO energy ... 0.011 Ha
Structure (SMILES) ... O=C[C@@H](S)CO
Spin multiplicity ... 1
HOMO-LUMO gap ... 0.3545 Ha
Energy relative to the best compared isomer or geometry (same formula, charge and spin) ... 291.31 kJ/mol
HOMO ... -9.35 eV

The geometry in XYZ format:
```
12
Properties=species:S:1:pos:R:3:forces:R:3:mulliken_charge:R:1
O -2.13856 0.98994 1.32300 1.5 -2.6 -2.4 -0.45
C -1.98029 0.26299 0.33748 0.8 1.5 -0.2 0.09
C -0.65255 -0.25876 -0.74715 -1.7 0.7 1.6 -0.31
S -0.60191 1.24665 -1.70476 -0.3 0.4 -1.1 -0.14
C 0.72426 -0.62110 -0.16689 -1.6 -1.9 -0.9 -0.43
O 0.92177 -0.18766 1.14637 -1.9 0.9 -0.3 -0.49
H -2.75953 0.08738 -0.40056 -1.1 -0.1 0.3 0.30
H -1.17527 -1.03817 -1.41935 1.0 1.1 1.3 0.31
H 0.30818 1.88822 -0.97816 0.1 0.1 0.3 0.15
H 1.47138 -0.28482 -0.82621 1.1 0.7 -0.7 0.35
H 0.67938 -1.70015 -0.31891 0.7 -0.5 0.9 0.26
H 0.05439 0.28970 1.24221 1.4 -0.3 1.2 0.36
```
Forces are in eV/Å.

6.
ORCA calculation (wB97M-V/def2-TZVPD) on a cluster of 2 separate species, C2H6NS in total at a distorted geometry.

Properties
LUMO energy ... 0.128 Ha
Net charge ... -1
Spin multiplicity ... 1
HOMO-LUMO gap ... 0.2219 Ha
Energy relative to the best compared isomer or geometry (same formula, charge and spin) ... 258.78 kJ/mol
HOMO ... -2.56 eV

The geometry in XYZ format:
```
10
Properties=species:S:1:pos:R:3:forces:R:3:mulliken_charge:R:1
S 2.95144 -0.17409 -2.37336 -0.1 -0.2 0.3 -0.84
H 2.85897 -0.96020 -1.27374 0.1 0.1 -0.2 -0.10
C -1.70844 0.60362 0.59897 1.7 2.6 -0.9 -0.54
C 0.53825 -0.33859 0.28217 -1.7 1.8 0.5 -0.33
N -0.13527 0.60901 0.80200 -2.4 -1.4 2.2 -0.44
H -2.19173 1.62755 1.08222 1.4 -2.4 -1.8 0.17
H -2.09183 -0.16066 1.28943 0.3 -0.1 -0.7 0.21
H -1.89543 0.41789 -0.53412 -0.4 0.4 2.0 0.29
H 1.20777 -0.93558 0.80806 2.4 0.1 1.3 0.30
H 0.46626 -0.68895 -0.68162 -1.2 -1.1 -2.6 0.29
```
Forces are in eV/Å.

7.
ORCA calculation (wB97M-V/def2-TZVPD) on an isolated molecule of C5H2ClN at a distorted geometry.

Properties
LUMO energy ... -0.017 Ha
Structure (SMILES) ... C#C/C(C#N)=C/Cl
Spin multiplicity ... 1
HOMO-LUMO gap ... 0.3408 Ha
Energy relative to the best compared isomer or geometry (same formula, charge and spin) ... 41.10 kJ/mol
HOMO ... -9.72 eV

The geometry in XYZ format:
```
9
Properties=species:S:1:pos:R:3:forces:R:3:mulliken_charge:R:1
C 3.13432 -0.23169 0.21122 -1.0 0.4 0.5 0.10
C 1.92818 -0.22234 0.26437 0.9 -0.7 0.1 -0.62
C 0.49839 -0.18939 0.22177 0.3 0.8 -1.1 0.34
C -0.35543 -1.30028 0.44675 -2.1 -3.8 1.3 0.04
N -1.03835 -2.24796 0.63373 2.2 3.2 -0.7 -0.39
C -0.02898 0.91003 -0.33123 -0.7 -0.3 0.4 -0.21
Cl -1.67603 1.19402 -0.52646 -0.8 -0.1 -0.1 -0.12
H 4.17888 -0.08069 0.34444 0.1 -0.2 -0.2 0.44
H 0.52322 1.72021 -0.70792 1.1 0.7 -0.1 0.43
```
Forces are in eV/Å.